(1)
The molecule C3H2Br2P2 in a non-equilibrium geometry, computed with ωB97M-V/def2-TZVPD.

Geometry as XYZ:
```
9
Properties=species:S:1:pos:R:3:forces:R:3
Br -2.88684 -0.61857 0.00285 0.027 -0.352 0.096
C -1.06029 -0.16753 -0.04197 0.501 2.953 -1.212
P 0.31598 -1.35197 -0.13399 -0.564 1.793 -0.553
C 1.46996 0.00790 0.15283 0.089 0.267 -1.022
Br 3.30710 -0.41058 0.20013 0.255 -0.045 0.145
P 0.97342 1.55819 -0.40838 0.905 -0.665 0.798
C -0.73384 1.19807 -0.31930 1.511 -6.342 1.281
H 0.10778 -2.03584 1.03214 0.053 -0.323 1.074
H -1.49327 1.82031 -0.48431 -2.776 2.715 -0.605
```
Positions in Å, forces in eV/Å.

Output
**ΔE to the lowest compared entry with this formula, charge and spin**: 83.0 kJ/mol
**Charge**: 0
**Frontier orbital gap**: 7.56 eV
**SMILES**: BrC1=[PH]=C(Br)P=C1
**Molecular weight**: 259.805 g/mol

***

(2)
A structure of composition C11H27HgNO9 in a non-equilibrium geometry, computed with ωB97M-V/def2-TZVPD.

Geometry as XYZ:
```
49
Properties=species:S:1:pos:R:3:forces:R:3
Hg -17.00738 2.46410 -18.96385 -1.038 -0.139 -0.945
C -18.47640 2.18635 -21.24470 -0.493 -0.677 -0.773
O -17.23846 2.64918 -21.14846 1.005 0.331 -0.326
O -19.08860 2.14058 -20.08887 -0.285 -0.138 0.667
O -18.95720 1.78609 -22.32828 0.380 0.563 1.076
C -17.29123 2.05648 -15.32931 0.305 0.165 -1.811
C -16.30237 3.15163 -15.66417 0.315 0.189 -0.049
O -15.61376 2.96405 -16.93299 -0.487 -0.271 0.957
O -18.26596 1.96964 -16.39172 -0.051 0.064 1.002
H -17.75550 2.32412 -14.38258 0.069 -0.274 0.154
H -16.75148 1.10476 -15.32310 -0.083 -0.041 0.537
H -15.54879 3.12958 -14.86883 -0.060 0.240 0.004
H -16.79986 4.12275 -15.71431 -0.107 -0.054 0.203
H -14.96228 3.67375 -16.94375 0.072 -0.117 -0.504
H -19.10633 1.78567 -15.95394 -0.035 -0.002 -0.472
C -16.50163 5.78789 -18.94376 1.000 0.134 -0.571
C -17.97914 5.68962 -19.09575 -1.561 -0.282 1.203
O -18.39276 4.71006 -18.10900 0.177 0.347 -0.031
O -15.90648 4.60639 -19.51554 0.621 1.233 0.099
H -16.12224 5.84766 -17.92061 -0.678 -0.264 0.205
H -16.08948 6.70809 -19.37653 -0.160 -0.215 -0.460
H -18.34204 5.34336 -20.06704 0.641 -0.019 -0.250
H -18.53226 6.61230 -18.88446 0.464 0.227 0.037
H -19.35059 4.62481 -18.16652 0.057 -0.376 -0.133
H -15.90976 4.74979 -20.47356 -0.188 -0.665 0.025
C -13.99367 1.65126 -21.15882 0.329 -0.528 -0.929
O -14.52778 1.39864 -19.88442 0.315 -0.047 0.345
C -14.38647 0.04629 -19.49042 -0.503 0.417 -0.266
C -15.31510 -0.19873 -18.30547 0.720 -0.295 -0.729
N -16.72892 0.21467 -18.51582 0.500 -1.244 0.917
C -17.41841 -0.62158 -19.51204 -0.688 -0.806 -0.907
C -17.72684 -2.02454 -18.95566 0.515 0.392 0.197
O -18.40589 -1.89913 -17.70960 0.037 -0.235 0.285
C -19.70251 -1.34708 -17.86227 -0.361 0.486 -0.521
H -14.53054 1.08219 -21.92920 -0.286 0.267 0.102
H -12.94844 1.32221 -21.27731 0.015 0.128 0.500
H -14.03871 2.70984 -21.39369 -0.240 0.031 0.191
H -13.35338 -0.17544 -19.20197 0.046 0.044 0.139
H -14.60585 -0.60646 -20.34305 -0.199 -0.033 0.012
H -14.87690 0.33412 -17.46290 -0.404 0.152 0.161
H -15.24394 -1.27219 -18.09712 -0.083 0.052 0.174
H -17.14568 -0.14925 -17.65250 -0.362 0.881 0.096
H -16.85922 -0.64567 -20.44796 0.065 -0.112 0.071
H -18.40162 -0.23951 -19.78730 0.253 0.881 0.129
H -16.78859 -2.55330 -18.77324 -0.244 -0.260 0.224
H -18.35505 -2.62468 -19.61768 0.171 0.177 -0.341
H -20.18057 -1.68859 -18.78657 0.095 -0.127 -0.025
H -19.66595 -0.25560 -17.93444 0.020 0.046 0.048
H -20.37437 -1.61502 -17.04959 0.407 -0.228 0.284
```
Positions in Å, forces in eV/Å.

Output
**Charge**: 0
**Frontier orbital gap**: 6.45 eV
**Molecular weight**: 517.925 g/mol

***

(3)
A cluster of 5 separate species, C4H18N2O6 in total in a non-equilibrium geometry, computed with ωB97M-V/def2-TZVPD.

Geometry as XYZ:
```
30
Properties=species:S:1:pos:R:3:forces:R:3
C -1.50218 -1.72212 -1.31277 -0.836 -0.256 -4.949
N -0.92916 -0.44808 -1.72432 1.559 0.101 -0.232
C 0.43216 -0.26850 -1.95526 -0.022 -0.791 -0.757
O 1.18974 -1.22545 -1.84746 -0.533 1.624 0.088
C -2.40334 -1.63454 -0.10294 -3.932 -0.099 -1.110
N -2.55804 -0.22027 0.32070 1.511 -0.567 -2.473
C -1.47789 0.21014 1.18713 1.048 1.314 2.997
O -0.59524 0.92957 0.41299 0.738 -3.225 -0.047
H -2.18802 -1.94444 -2.24145 0.951 -0.080 1.837
H -0.74919 -2.55158 -1.40836 -0.509 1.005 0.975
H -1.54721 0.32324 -1.90058 0.284 -0.003 -0.554
H 0.74543 0.77943 -2.34362 -0.629 -1.550 0.750
H -2.12222 -2.30074 0.64763 0.755 -0.355 1.838
H -3.46231 -2.04528 -0.41250 1.787 1.046 0.484
H -2.66888 0.46765 -0.55996 -0.361 -1.685 2.886
H -1.80878 0.79813 2.11934 -0.175 -0.680 -1.428
H -0.84712 -0.61161 1.63421 -1.210 0.089 -0.690
H -0.73816 1.82088 0.40938 -0.549 4.213 0.396
H 0.86737 -1.44843 0.33971 0.310 -0.270 -1.465
H 2.36784 -1.96839 0.69978 -1.029 0.415 -0.427
O 1.47114 -1.73063 1.00557 -0.502 -1.402 1.765
H 2.61623 1.98140 -1.46666 0.202 0.082 -0.219
H 2.89978 1.78825 0.00330 1.042 -0.790 1.004
O 2.40700 2.32052 -0.59603 -1.173 0.733 -0.609
H 1.24581 3.12621 1.01946 -1.035 0.663 3.340
H 0.73896 2.23677 2.06534 -0.468 -4.316 1.017
O 0.84350 3.12724 2.01849 1.625 3.596 -4.530
H 2.15616 0.13508 0.76521 -0.703 -0.110 -1.369
H 2.62710 0.00864 2.02492 -0.541 -0.449 4.083
O 2.98951 0.06690 1.19873 2.396 1.746 -2.600
```
Positions in Å, forces in eV/Å.

Output
**ΔE to the lowest compared entry with this formula, charge and spin**: 390.4 kJ/mol
**Charge**: +1
**Frontier orbital gap (alpha / beta)**: 9.72 / 4.92 eV
**<S²>**: 0.755
**Spin multiplicity**: 2
**Molecular weight**: 190.196 g/mol

***

(4)
A cluster of 2 separate species, C5H8O2 in total, computed with ωB97M-V/def2-TZVPD.

Geometry as XYZ:
```
15
Properties=species:S:1:pos:R:3:forces:R:3
C 2.47662 0.22100 -0.32894 -0.476 -0.080 0.176
C 1.34657 0.01370 0.04008 0.556 0.085 -0.023
C 0.00628 -0.15262 0.53344 0.089 -0.107 0.502
C -0.38826 -1.29691 1.10427 0.138 0.221 0.179
C -0.87382 1.08839 0.49190 -0.158 -0.139 0.278
O -0.55518 2.01606 -0.51086 0.294 0.042 -0.005
H 3.49066 0.38934 -0.61657 -0.160 -0.038 -0.028
H -1.39662 -1.39447 1.50108 0.140 0.013 -0.075
H 0.28207 -2.14431 1.20324 -0.072 0.121 -0.006
H -0.79600 1.53845 1.49375 -0.092 0.080 -0.128
H -1.91363 0.79673 0.32441 0.172 -0.028 0.056
H 0.37281 2.26626 -0.40467 -0.145 -0.006 -0.082
O -1.01542 -0.98056 -1.78421 -0.071 -0.348 -0.345
H -0.93193 -1.48630 -0.96129 -0.047 0.179 -0.495
H -0.10415 -0.87476 -2.08563 -0.170 0.005 -0.003
```
Positions in Å, forces in eV/Å.

Output
**ΔE to the lowest compared entry with this formula, charge and spin**: 304.8 kJ/mol
**Charge**: 0
**Frontier orbital gap**: 9.98 eV
**SMILES**: C#CC(=C)CO.O
**Molecular weight**: 100.117 g/mol

***

Number 1: DFT total energy -161803.6894 eV. Number 2: DFT total energy -35933.6914 eV. Number 3: DFT total energy -19693.2398 eV. Number 4: DFT total energy -9406.6727 eV.